1.
Here is 3 unconnected molecules or ions with the total composition C6H12Cl6 from the Open Molecules 2025 dataset. Energies are from ωB97M-V with the def2-TZVPD basis set.

```
24
Properties=species:S:1:pos:R:3:mulliken_charge:R:1
Cl 12.24 3.26 -10.66 -0.21
C 12.72 2.86 -9.03 -0.43
C 12.90 1.34 -8.71 0.14
Cl 14.12 1.12 -7.48 -0.21
H 11.99 3.31 -8.36 0.30
H 13.69 3.29 -8.78 0.29
H 13.29 0.81 -9.59 -0.32
H 11.96 0.95 -8.34 0.31
Cl 13.84 -2.76 -8.72 -0.27
C 15.19 -2.00 -9.59 -0.52
C 14.91 -2.00 -11.09 -0.64
Cl 13.68 -0.72 -11.38 -0.18
H 16.09 -2.59 -9.42 0.35
H 15.53 -1.03 -9.21 0.24
H 14.51 -2.93 -11.50 0.44
H 15.85 -1.88 -11.63 0.35
Cl 22.07 -1.91 -11.35 -0.11
C 20.93 -2.27 -10.06 -0.75
C 19.53 -1.79 -10.39 -1.60
Cl 19.33 -0.06 -10.80 -0.01
H 21.30 -1.82 -9.14 0.37
H 20.92 -3.35 -9.92 0.63
H 18.87 -2.01 -9.55 0.45
H 19.15 -2.32 -11.26 0.39
```

Results
Kohn-Sham gap (spin up / spin down) = 2.1 / 10.4 eV
2S+1 = 2
Highest occupied orbital energy (spin up / spin down) = 0.56 / -7.78 eV
Total charge = -1


2.
Here is 2 unconnected molecules or ions with the total composition C6H12ClN3O4 from the Open Molecules 2025 dataset. Energies are from ωB97M-V with the def2-TZVPD basis set.

```
26
Properties=species:S:1:pos:R:3:mulliken_charge:R:1
C 2.08 0.02 0.84 -0.88
C 2.06 1.29 0.36 0.05
C 1.10 1.81 -0.68 -0.88
N -0.33 1.62 -0.37 0.21
C -0.99 2.50 0.63 -0.51
C -1.39 1.46 1.66 -0.49
N -1.76 0.33 0.79 -0.30
C -0.82 0.39 -0.25 0.09
N -0.46 -0.65 -1.00 -0.18
H 1.27 -0.40 1.43 0.33
H 2.93 -0.65 0.70 0.30
H 2.81 1.99 0.71 0.38
H 1.26 2.88 -0.79 0.48
H 1.34 1.38 -1.66 0.31
H -1.88 2.92 0.17 0.29
H -0.33 3.31 0.94 0.39
H -2.25 1.77 2.25 0.42
H -0.58 1.24 2.35 0.21
H -2.72 0.37 0.46 0.32
H -1.12 -1.19 -1.56 0.23
H 0.47 -1.05 -0.96 0.20
O -0.69 -3.67 -2.40 -0.68
Cl -0.14 -4.28 -1.21 1.67
O -1.14 -4.28 -0.17 -0.65
O 1.00 -3.47 -0.78 -0.68
O 0.30 -5.62 -1.49 -0.64
```

Results
Kohn-Sham gap = 7.3 eV
2S+1 = 1
Highest occupied orbital energy = -8.53 eV


3.
Here is a molecular structure, C6H12FN2 from the Open Molecules 2025 dataset. Energies are from ωB97M-V with the def2-TZVPD basis set.

```
21
Properties=species:S:1:pos:R:3:mulliken_charge:R:1
C -2.30 0.10 -0.06 0.83
C 1.94 0.68 0.66 -1.67
C 1.12 -0.92 -1.08 -1.68
C -0.15 1.28 -0.65 -0.65
C -0.22 -0.55 1.23 -0.73
C 0.66 0.12 -0.01 1.23
N -1.66 -0.66 0.96 -0.23
N -1.95 -1.18 -0.44 -0.40
F -3.37 0.85 -0.07 -0.15
H 1.60 1.50 1.31 0.48
H 2.38 -0.14 1.11 0.48
H 2.71 1.06 -0.08 0.36
H 1.21 -1.82 -0.54 0.38
H 0.29 -0.98 -1.80 0.39
H 1.96 -0.61 -1.63 0.52
H -1.40 0.97 -0.37 -0.09
H -0.07 1.54 -1.80 0.35
H -0.16 2.16 -0.02 0.42
H -0.20 0.17 2.10 0.36
H 0.25 -1.51 1.54 0.45
H -2.62 -2.05 -0.37 0.35
```

Results
Kohn-Sham gap = 8.6 eV
2S+1 = 1
Highest occupied orbital energy = -14.80 eV
Total charge = +1


4.
Here is 2 unconnected molecules or ions with the total composition C6H12FN4 from the Open Molecules 2025 dataset. Energies are from ωB97M-V with the def2-TZVPD basis set.

```
23
Properties=species:S:1:pos:R:3:mulliken_charge:R:1
C -1.00 0.93 0.39 0.70
C 2.71 -1.06 -0.14 0.29
C -1.98 -1.28 -0.10 0.11
C -0.07 1.66 -0.31 0.35
C -1.65 1.33 1.63 -1.16
C 0.49 1.47 -1.70 -1.27
N -1.03 -0.39 -0.03 -0.06
N 1.62 -1.31 -0.42 -0.46
N 3.91 -0.64 0.19 -0.53
N -1.61 -2.56 -0.19 -0.35
F 0.22 2.90 0.23 -0.29
H -2.94 -1.19 0.41 0.34
H -2.25 2.16 1.61 0.35
H -1.02 1.53 2.53 0.28
H -2.27 0.43 1.94 0.28
H 0.17 2.31 -2.28 0.38
H 0.13 0.59 -2.11 0.43
H 1.59 1.42 -1.79 0.28
H -0.18 -0.77 -0.57 0.24
H 4.57 -1.32 0.49 0.30
H 3.82 -0.15 1.06 0.28
H -2.45 -3.13 -0.20 0.25
H -0.79 -2.95 -0.65 0.24
```

Results
Kohn-Sham gap (spin up / spin down) = 8.7 / 8.7 eV
2S+1 = 1
Highest occupied orbital energy (spin up / spin down) = -12.34 / -12.34 eV
Total charge = +1


5.
Here is 2 unconnected molecules or ions with the total composition C6H12FN4O3 from the Open Molecules 2025 dataset. Energies are from ωB97M-V with the def2-TZVPD basis set.

```
26
Properties=species:S:1:pos:R:3:mulliken_charge:R:1
O 1.21 -4.75 -0.94 -0.44
C 1.33 -3.60 -1.23 0.51
F 2.38 -2.87 -0.84 -0.21
C 0.30 -2.88 -2.06 -0.48
N 0.67 -1.52 -2.42 -0.14
C 0.86 -0.53 -1.55 0.15
N -0.19 0.00 -0.85 -0.24
C 0.44 0.97 0.10 -0.35
C 1.69 1.36 -0.66 -0.61
N 2.02 0.06 -1.29 -0.19
H -0.65 -2.96 -1.56 0.31
H 0.21 -3.45 -2.97 0.38
H 0.75 -1.30 -3.40 0.31
H -0.67 0.56 -1.57 0.31
H -0.23 1.76 0.40 0.34
H 0.66 0.36 0.97 0.32
H 2.43 1.75 0.01 0.36
H 1.35 2.10 -1.37 0.33
H 2.65 -0.48 -0.70 0.36
C -2.93 2.41 3.53 -0.72
N -1.86 1.94 2.62 0.91
O -1.88 2.33 1.46 -0.59
O -1.04 1.18 3.07 -0.51
H -3.59 3.08 2.98 0.32
H -3.47 1.54 3.89 0.28
H -2.45 2.93 4.35 0.29
```

Results
Kohn-Sham gap = 9.6 eV
2S+1 = 1
Highest occupied orbital energy = -14.26 eV
Total charge = +1


6.
Here is a gas-phase ion, C6H12FNO3P (charge +1) from the Open Molecules 2025 dataset. Energies are from ωB97M-V with the def2-TZVPD basis set.

```
24
Properties=species:S:1:pos:R:3:mulliken_charge:R:1
C 1.37 0.94 -2.89 -0.06
C 2.47 -0.75 -1.52 -1.24
C -2.21 0.15 2.80 -1.56
C -0.38 -1.37 1.62 -0.96
C 2.00 0.70 -1.61 0.58
C -0.91 0.03 1.75 0.41
N 0.93 0.97 -3.95 -0.31
O -1.31 1.71 -1.66 -0.44
O 0.90 0.88 -0.55 -0.22
O -1.37 0.66 0.47 -0.37
F -0.80 -0.68 -1.55 -0.20
P -0.62 0.70 -0.84 1.03
H 1.71 -1.47 -1.72 0.33
H 2.97 -0.98 -2.50 0.41
H 3.22 -1.01 -0.78 0.37
H -2.99 -0.46 2.44 0.39
H -1.98 0.03 3.80 0.46
H -2.60 1.07 2.80 0.51
H -1.05 -2.16 1.17 0.30
H -0.03 -1.64 2.58 0.42
H 0.40 -1.48 0.83 0.20
H 2.75 1.54 -1.53 0.31
H -0.23 0.65 2.24 0.21
H -2.23 1.97 -1.41 0.43
```

Results
Kohn-Sham gap = 11.9 eV
2S+1 = 1
Highest occupied orbital energy = -15.20 eV
Total charge = +1


7.
Here is a molecular structure, C6H12FO6Tl from the Open Molecules 2025 dataset. Energies are from ωB97M-V with the def2-TZVPD basis set.

```
26
Properties=species:S:1:pos:R:3:mulliken_charge:R:1
Tl -0.25 -3.28 -1.32 0.99
F -2.06 -1.28 1.61 -0.20
C 4.15 -1.95 2.83 -0.58
O 3.17 -2.01 3.82 -0.19
C 2.03 -2.76 3.63 0.82
O 1.78 -3.45 2.65 -0.47
O 1.30 -2.72 4.73 -0.20
C 0.07 -3.33 4.86 -0.55
H 4.68 -1.02 2.97 0.28
H 3.77 -2.17 1.83 0.31
H 4.92 -2.72 2.92 0.33
H -0.70 -3.07 4.14 0.28
H -0.28 -3.05 5.85 0.30
H 0.01 -4.41 4.95 0.34
C -1.83 3.57 -5.85 -0.53
O -1.49 2.33 -5.19 -0.25
C -1.62 2.13 -3.84 0.90
O -1.33 1.10 -3.25 -0.44
O -1.97 3.17 -3.25 -0.29
C -2.10 3.27 -1.85 -0.67
H -2.80 3.92 -5.50 0.32
H -1.91 3.45 -6.93 0.27
H -1.16 4.38 -5.56 0.31
H -2.83 4.03 -1.57 0.28
H -1.16 3.51 -1.34 0.32
H -2.37 2.34 -1.37 0.32
```

Results
Kohn-Sham gap = 1.8 eV
2S+1 = 1
Highest occupied orbital energy = -16.21 eV
Total charge = +2


8.
Here is C6H12INO4 in the gas phase from the Open Molecules 2025 dataset. Energies are from ωB97M-V with the def2-TZVPD basis set.

```
24
Properties=species:S:1:pos:R:3:mulliken_charge:R:1
C -0.10 -1.15 -2.03 -1.30
C -0.43 0.32 -1.57 0.02
O -1.53 0.87 -2.15 -0.43
C -0.78 0.19 0.02 -1.16
I -2.70 -0.71 0.11 0.30
N -1.05 1.60 0.38 1.14
O -0.18 2.48 0.10 -0.61
O -2.07 1.90 1.02 -0.60
C 0.33 -0.33 0.91 1.85
C 1.72 0.30 0.62 -1.67
C 0.05 -0.12 2.35 -2.09
O 0.33 -1.74 0.62 -0.57
H 0.90 -1.27 -2.47 0.29
H -0.21 -1.75 -1.15 0.39
H -0.85 -1.50 -2.75 0.46
H 0.46 1.00 -1.59 0.49
H -1.34 0.91 -3.12 0.42
H 1.79 0.06 -0.43 0.47
H 2.60 -0.10 1.13 0.41
H 1.82 1.34 0.65 0.44
H 0.90 -0.40 2.96 0.50
H -0.78 -0.64 2.71 0.42
H -0.04 0.89 2.65 0.46
H 1.17 -2.15 1.03 0.38
```

Results
Kohn-Sham gap = 9.1 eV
2S+1 = 1
Highest occupied orbital energy = -9.15 eV
SMILES = C[C@@H](O)[C@](I)([N+](=O)[O-])C(C)(C)O


9.
Here is a molecular structure, C6H12LuN2PS from the Open Molecules 2025 dataset. Energies are from ωB97M-V with the def2-TZVPD basis set.

```
23
Properties=species:S:1:pos:R:3:mulliken_charge:R:1
C 0.47 -2.81 -0.82 -0.52
C 0.92 -2.74 0.54 -0.49
C -0.21 -2.41 1.38 -0.38
C -1.35 -2.26 0.53 -0.67
C -0.94 -2.48 -0.83 -0.56
Lu 0.19 -0.58 -0.05 0.11
P 0.76 0.50 -2.56 -0.28
H 1.06 -3.12 -1.68 0.47
H 1.94 -2.96 0.89 0.42
H -0.20 -2.32 2.46 0.43
H -1.60 -2.51 -1.69 0.43
H -2.36 -2.05 0.86 0.50
H -0.05 0.42 -3.74 0.08
H 1.99 0.09 -3.17 0.09
H 1.01 1.91 -2.58 0.06
N 0.13 2.96 2.44 -0.52
C -0.41 2.54 1.29 0.67
N -0.17 3.27 0.18 -0.41
S -1.39 1.11 1.22 -0.34
H 0.64 3.83 2.52 0.22
H -0.05 2.42 3.28 0.25
H -0.66 3.01 -0.68 0.23
H 0.28 4.18 0.20 0.21
```

Results
Kohn-Sham gap (spin up / spin down) = 4.2 / 3.9 eV
2S+1 = 1
Highest occupied orbital energy (spin up / spin down) = -3.99 / -3.68 eV


10.
Here is a gas-phase ion, C6H12N (charge +1) from the Open Molecules 2025 dataset. Energies are from ωB97M-V with the def2-TZVPD basis set.

```
19
Properties=species:S:1:pos:R:3:mulliken_charge:R:1
C 1.74 0.90 -1.37 -1.10
C 0.97 0.71 -0.29 -0.50
C -0.29 0.04 -0.19 1.48
C -0.98 -0.51 -1.38 -1.83
N -1.27 0.88 0.58 -0.22
C 0.17 -1.25 0.83 -0.16
C 0.40 -1.01 2.14 -0.81
H 2.63 1.35 -1.44 0.36
H 1.65 0.51 -2.35 0.22
H 1.15 1.40 0.49 0.41
H -1.62 -1.43 -1.23 0.38
H -0.32 -0.90 -2.14 0.43
H -1.50 0.32 -1.77 0.52
H -1.03 0.62 1.64 0.26
H -2.25 0.61 0.40 0.39
H -1.08 1.83 0.39 0.37
H 0.63 -2.19 0.34 0.31
H 0.84 -1.84 2.64 0.29
H 0.15 -0.03 2.71 0.21
```

Results
Kohn-Sham gap = 10.2 eV
2S+1 = 1
Highest occupied orbital energy = -13.61 eV
SMILES = C=CC(C)([NH3+])C=C
Total charge = +1


11.
Here is a gas-phase ion, C6H12N (charge +1) from the Open Molecules 2025 dataset. Energies are from ωB97M-V with the def2-TZVPD basis set.

```
19
Properties=species:S:1:pos:R:3:mulliken_charge:R:1
C -2.08 -2.54 0.73 -0.70
C -1.21 -2.14 -0.19 -0.33
C -0.94 -0.74 -0.59 -0.12
C -0.53 0.18 0.28 -0.38
C -0.21 1.62 -0.08 -0.79
C 1.23 1.71 -0.57 -0.59
N 2.13 0.79 0.20 -0.31
H -2.62 -1.87 1.37 0.27
H -2.36 -3.58 0.89 0.27
H -0.69 -2.87 -0.78 0.30
H -1.19 -0.59 -1.63 0.39
H -0.34 -0.11 1.30 0.46
H -0.39 2.24 0.75 0.36
H -0.83 1.96 -0.89 0.37
H 1.68 2.70 -0.49 0.37
H 1.31 1.49 -1.64 0.36
H 3.12 1.01 0.11 0.37
H 2.00 -0.20 0.03 0.36
H 1.89 0.93 1.19 0.34
```

Results
Kohn-Sham gap = 9.2 eV
2S+1 = 1
Highest occupied orbital energy = -12.86 eV
SMILES = C=C/C=C/CC[NH3+]
Total charge = +1


Number 1: total energy -2996.93413 a.u.. Number 2: total energy -1160.81813 a.u.. Number 3: total energy -444.72778 a.u.. Number 4: total energy -554.42542 a.u.. Number 5: total energy -780.06951 a.u.. Number 6: total energy -957.30276 a.u.. Number 7: total energy -958.61661 a.u.. Number 8: total energy -889.07305 a.u.. Number 9: total energy -2320.27370 a.u.. Number 10: total energy -290.20849 a.u.. Number 11: total energy -290.27272 a.u..